1.
{"formula": "C43H40Br3CaIN7OS", "method": "ωB97M-V/def2-TZVPD", "elements": ["C", "C", "H", "C", "Br", "H", "H", "C", "H", "C", "C", "H", "H", "H", "H", "C", "H", "N", "Br", "C", "C", "H", "C", "H", "H", "N", "C", "I", "H", "H", "H", "C", "C", "N", "H", "Br", "H", "C", "C", "N", "C", "C", "H", "H", "C", "C", "S", "H", "C", "Ca", "C", "H", "C", "C", "C", "H", "H", "H", "C", "C", "C", "H", "H", "C", "H", "O", "H", "C", "C", "H", "H", "H", "C", "C", "H", "H", "C", "H", "N", "C", "C", "C", "C", "H", "C", "N", "C", "H", "H", "H", "H", "C", "N", "C", "C", "H", "C"], "xyz": [[1.33, -2.55, 0.88], [3.24, 0.82, -0.45], [1.67, -1.88, -3.22], [-2.89, -1.84, 4.43], [-4.38, -3.27, -3.78], [6.75, 2.32, 1.44], [-2.25, -4.83, 2.94], [4.18, 1.01, -1.52], [3.12, -3.31, -1.86], [1.63, -0.16, -1.96], [4.76, 1.73, 1.41], [1.28, -3.46, 1.49], [-2.97, 1.07, -4.03], [-2.09, -7.66, -4.05], [1.93, 3.52, 1.78], [2.33, -1.43, -2.47], [3.26, -1.19, -2.98], [0.35, -1.58, 1.31], [-2.80, 3.78, -5.35], [-3.40, 2.01, 0.74], [-0.60, -1.90, 2.16], [3.34, -2.04, -0.68], [-1.98, 3.00, -3.80], [-4.47, -0.85, -0.53], [4.79, 2.00, 2.46], [2.06, 0.32, -0.67], [-1.05, -3.23, 2.36], [-2.37, -2.54, -0.97], [1.68, 0.63, -2.73], [-1.85, 0.19, -1.99], [3.76, 0.79, -2.49], [1.97, 5.36, 0.70], [1.38, -2.96, -0.61], [-0.25, 0.28, 2.91], [0.56, -0.38, -1.86], [2.02, 7.75, -0.88], [-0.45, 1.15, 4.86], [0.11, 1.23, 3.91], [-4.55, 0.19, -0.26], [-0.81, 1.88, -1.56], [5.49, 1.40, -1.57], [-1.65, 1.20, -2.32], [0.39, 5.75, -2.26], [-6.58, 2.87, -0.18], [-4.57, 2.77, 0.53], [-2.09, -3.76, 3.10], [-2.07, 2.68, 1.51], [5.92, 1.41, -2.57], [5.97, 1.95, 0.78], [0.28, 0.78, 0.74], [6.35, 1.80, -0.55], [-0.77, -5.12, -0.86], [-2.32, -4.31, -2.08], [-1.41, -5.30, -1.71], [1.60, 0.99, 4.20], [0.48, -2.62, -1.12], [-3.73, -3.79, 4.44], [-3.62, -1.55, 5.17], [-2.15, -6.73, -3.50], [-2.03, -0.84, 4.06], [-5.70, 0.91, -0.43], [-0.56, -3.96, 1.72], [-3.70, -5.92, -4.74], [-2.95, -3.17, 4.01], [3.61, 1.02, 3.58], [-2.35, -0.06, 0.35], [1.37, -4.05, -0.66], [3.49, 1.22, 0.98], [-1.00, -0.76, 3.07], [7.37, 2.06, -0.81], [2.29, -2.08, 1.11], [-0.61, -7.25, -2.09], [1.59, 4.04, 0.90], [-1.12, 3.75, -3.05], [-0.06, 2.25, 3.53], [1.86, 1.49, 5.15], [-3.13, -4.56, -3.19], [-6.56, 0.43, -0.88], [-3.42, 0.71, 0.27], [-5.71, 2.25, -0.04], [-3.05, -5.76, -3.89], [2.62, -2.46, -1.38], [-0.52, 3.18, -1.89], [-0.92, 4.77, -3.34], [1.51, 5.95, -0.48], [2.49, 1.08, 1.80], [-1.33, -6.50, -2.40], [-2.19, 0.11, 4.57], [-4.53, 3.80, 0.85], [2.78, 2.53, 3.28], [1.71, -0.09, 4.38], [2.67, 1.44, 3.19], [0.83, 3.33, 0.09], [0.35, 3.92, -1.05], [-2.28, 1.68, -3.46], [2.60, 5.88, 1.41], [0.72, 5.27, -1.35]], "nbo_charge": [-0.229, 0.234, 0.192, -0.153, 0.052, 0.183, 0.182, -0.317, 0.185, -0.250, -0.378, 0.164, 0.216, 0.204, 0.184, -0.390, 0.194, -0.627, -0.031, 0.027, 0.235, 0.208, -0.038, 0.219, 0.196, -0.618, -0.390, 0.308, 0.196, 0.199, 0.192, -0.418, -0.424, -0.636, 0.195, -0.032, 0.167, -0.238, 0.015, -0.549, -0.163, 0.070, 0.208, 0.198, -0.243, -0.136, -0.344, 0.185, -0.145, 1.738, -0.359, 0.220, -0.248, -0.167, -0.376, 0.214, 0.185, 0.185, -0.229, -0.366, -0.312, 0.189, 0.218, -0.378, 0.172, -0.685, 0.186, 0.241, 0.340, 0.185, 0.197, 0.206, 0.088, -0.314, 0.204, 0.183, -0.123, 0.207, 0.009, -0.206, -0.239, -0.400, 0.185, 0.208, -0.021, -0.599, -0.225, 0.199, 0.223, 0.166, 0.199, -0.235, -0.530, 0.101, -0.409, 0.213, -0.300], "spin_multiplicity": 2, "total_energy_ha": -11216.69131, "s_squared": 0.774, "orbital_gap_ev": [3.574, 5.295], "charge": -2, "molar_mass_g_mol": 1109.602}

=====

2.
{"formula": "C43H40ClErN7O7S", "method": "ωB97M-V/def2-TZVPD", "elements": ["O", "H", "C", "O", "C", "C", "N", "H", "H", "C", "H", "H", "C", "Er", "H", "C", "H", "H", "C", "H", "C", "H", "O", "C", "H", "H", "C", "H", "H", "C", "C", "H", "C", "Cl", "C", "H", "N", "C", "H", "C", "C", "C", "H", "N", "H", "H", "H", "N", "C", "C", "H", "H", "H", "C", "H", "C", "S", "C", "H", "C", "C", "C", "H", "H", "C", "H", "H", "H", "H", "N", "C", "C", "C", "H", "O", "C", "C", "C", "C", "H", "N", "H", "C", "C", "H", "H", "C", "O", "O", "H", "C", "H", "C", "N", "C", "C", "C", "O", "C", "H"], "xyz": [[-2.51, -2.42, -0.51], [2.06, 7.17, 1.77], [1.52, 3.74, 1.47], [1.63, 5.30, -0.26], [4.52, 0.31, 0.00], [3.54, 1.05, -2.13], [-0.67, 1.86, 1.51], [-4.02, -1.23, 4.02], [-3.12, -5.71, -0.86], [0.50, 1.65, 0.73], [2.35, 6.33, 4.17], [3.58, -0.57, 3.68], [1.89, 6.11, 2.06], [-0.68, -1.43, -0.35], [-3.12, 2.57, 5.14], [0.29, -2.41, -3.30], [4.26, -1.46, 2.30], [0.02, -1.43, 2.66], [-2.57, -1.11, 2.39], [-2.40, -4.48, -2.02], [-3.05, -4.65, -1.12], [0.61, -4.55, -5.08], [-1.56, 2.53, 3.80], [0.16, -2.45, -4.74], [3.58, 1.64, -3.08], [-0.81, 2.85, 1.79], [1.62, 5.15, 1.07], [1.14, -5.29, 4.03], [0.62, -6.34, -0.74], [0.49, -3.57, -5.53], [-0.22, -1.13, -6.75], [1.99, 4.08, 4.84], [-2.13, 2.95, 5.05], [-4.68, -4.23, -2.01], [-3.65, 2.95, -2.30], [-5.62, 3.36, -1.84], [0.46, -2.81, 1.17], [2.04, 5.64, 3.40], [-0.21, -2.14, -8.59], [-2.83, -3.61, -0.07], [0.87, -4.10, 0.79], [-1.41, 0.90, 2.15], [-3.61, 3.87, -2.87], [0.85, -3.47, -2.73], [-5.94, 1.17, -0.57], [-1.47, 2.64, 5.86], [1.71, 2.29, 3.03], [0.97, -3.21, -1.40], [0.40, -3.35, 3.48], [-3.11, -0.75, 3.61], [-0.20, -0.40, -4.68], [0.08, 6.59, -0.88], [0.93, -4.17, -7.60], [-0.20, -1.25, -5.34], [-0.39, -0.16, -7.13], [1.04, -5.06, 1.84], [-1.01, 2.75, -2.61], [-2.63, 0.39, 4.19], [5.66, 0.82, -1.68], [0.51, -3.40, -6.94], [0.31, -2.46, 2.43], [-3.80, 0.67, -0.76], [5.40, 0.15, 0.64], [1.26, -5.63, -2.22], [1.17, 6.58, -0.81], [1.50, 7.48, -0.25], [2.44, -5.89, -0.83], [-0.05, -2.98, 4.47], [1.50, 2.99, -0.44], [0.83, 0.44, 0.34], [1.40, -5.64, -1.15], [-2.51, 2.15, -2.19], [4.66, 0.72, -1.33], [-2.81, 0.58, 5.25], [-0.33, -1.51, -2.65], [-4.95, 1.47, -0.92], [2.11, 0.37, -0.34], [1.69, 3.35, 2.81], [-4.85, 2.59, -1.70], [1.37, 0.83, -2.24], [-2.70, 0.96, -1.49], [4.89, 0.17, 2.77], [3.98, -0.47, 2.70], [1.90, 4.34, 3.77], [-3.74, -0.17, -0.01], [-2.73, -2.15, 2.09], [-1.93, 1.29, 3.41], [-1.66, 0.19, -1.42], [-3.10, -3.81, 1.11], [1.67, 6.66, -1.78], [3.26, 0.11, 0.51], [-2.09, 4.09, 5.08], [2.26, 0.78, -1.66], [1.12, 2.82, 0.51], [0.01, -2.24, -7.53], [-1.74, -0.34, 1.60], [1.11, -4.29, -0.61], [2.96, 0.17, 1.86], [0.85, -4.63, 3.18], [1.23, -6.09, 1.57]], "mulliken_spin": [0.000, 0.000, 0.002, 0.000, 0.000, 0.000, -0.001, 0.000, 0.000, -0.003, 0.000, 0.000, 0.001, 3.018, 0.000, 0.002, 0.000, 0.000, -0.001, 0.000, -0.001, 0.000, 0.000, -0.001, 0.000, 0.000, -0.003, 0.000, 0.000, 0.000, 0.000, 0.000, 0.000, 0.000, 0.000, 0.000, -0.004, -0.001, 0.000, 0.003, 0.000, -0.001, 0.000, 0.001, 0.000, 0.000, 0.001, -0.002, 0.000, 0.000, 0.000, 0.000, 0.000, 0.000, 0.000, -0.001, 0.000, 0.000, 0.000, 0.000, -0.001, 0.001, 0.000, 0.000, 0.000, 0.000, 0.000, 0.000, 0.000, 0.004, 0.000, 0.000, 0.000, 0.000, -0.001, 0.000, 0.003, -0.001, 0.000, 0.001, 0.000, 0.000, 0.000, 0.000, 0.000, 0.001, 0.000, -0.004, -0.001, 0.000, 0.001, 0.000, -0.005, 0.000, 0.000, -0.010, 0.000, 0.000, 0.000, 0.000], "spin_multiplicity": 4, "total_energy_ha": -4446.01522, "s_squared": 3.753, "orbital_gap_ev": [5.634, 5.639], "charge": -1, "molar_mass_g_mol": 1001.615}

=====

3.
{"formula": "C43H40F6N4O5P2S3Se2Sn", "method": "ωB97M-V/def2-TZVPD", "elements": ["C", "C", "C", "H", "H", "C", "H", "H", "C", "C", "O", "C", "H", "H", "C", "H", "C", "C", "H", "S", "O", "H", "C", "C", "C", "F", "F", "N", "F", "H", "H", "P", "C", "H", "C", "H", "F", "C", "H", "C", "C", "H", "C", "Se", "C", "C", "H", "O", "C", "N", "H", "N", "H", "H", "H", "H", "S", "C", "H", "O", "N", "O", "H", "H", "F", "C", "H", "F", "C", "H", "H", "H", "H", "C", "C", "P", "Sn", "H", "C", "H", "C", "C", "C", "Se", "C", "H", "C", "C", "H", "H", "H", "C", "H", "C", "C", "C", "H", "H", "C", "C", "C", "H", "C", "S", "C", "H"], "xyz": [[-2.95, -6.58, -1.05], [-1.06, 4.51, -0.03], [-0.67, -3.04, 4.97], [0.29, -1.12, 4.92], [-4.12, -4.64, -5.31], [0.88, -2.94, -0.11], [-0.62, -2.37, -4.35], [-1.89, -4.70, 2.31], [6.80, 2.59, -0.34], [-2.28, -3.60, -4.92], [5.72, 0.01, 2.61], [1.13, -3.35, -1.43], [0.06, -5.55, 0.10], [-4.35, -1.51, -2.40], [-1.41, -3.92, 2.88], [-4.68, -5.33, -1.31], [8.09, 2.94, -2.51], [-3.63, -3.86, -4.73], [6.86, 2.17, 0.66], [3.41, 0.79, -1.66], [0.89, 2.82, -0.69], [10.17, -1.81, -1.08], [1.94, -2.78, 0.79], [-1.67, -4.28, -0.18], [-3.77, -2.10, -3.10], [-1.57, 4.10, -1.18], [3.39, 5.07, 2.85], [4.80, 0.68, 0.67], [-0.41, 5.64, -0.18], [9.09, 2.92, -2.94], [3.92, 0.65, 1.17], [-0.82, -2.83, 0.44], [-4.38, -3.10, -3.83], [7.46, 2.33, -3.17], [-3.74, 1.21, -1.59], [2.62, -3.92, -2.85], [-2.01, 4.63, 0.88], [8.30, -0.33, 1.32], [5.97, -1.01, -1.07], [5.87, 0.13, 1.42], [6.94, -0.94, -0.58], [1.76, -2.49, 1.81], [-3.64, -5.38, -1.00], [0.36, -0.13, -2.96], [2.43, -3.60, -1.83], [4.73, 1.19, -0.59], [-3.45, -7.47, -1.39], [1.68, 2.63, 3.74], [-2.43, 1.83, -3.53], [0.19, -0.60, 2.31], [-0.52, -0.05, 1.85], [5.66, 1.98, -1.05], [7.74, 3.98, -2.56], [-3.96, 0.54, -0.77], [0.31, -3.49, -2.12], [-5.44, -3.29, -3.71], [0.10, 3.18, 0.52], [8.12, 2.42, -1.08], [0.68, 0.01, 2.95], [-0.71, 2.07, 0.98], [0.94, 3.88, 1.64], [2.30, 1.76, 1.52], [10.38, -0.79, 1.16], [-0.56, -3.13, 6.05], [4.48, 3.19, 2.86], [-0.89, -2.79, 2.23], [5.55, 2.26, -2.02], [3.83, 4.06, 0.98], [3.53, 3.90, 2.27], [-1.61, 1.65, -4.21], [-3.55, -3.29, -0.52], [8.37, 0.10, 2.31], [-4.91, 4.06, -2.97], [-0.32, -1.74, 2.97], [3.48, -3.46, -0.93], [-1.65, -0.51, -2.37], [1.21, 0.46, -0.28], [4.49, -3.69, -1.25], [-1.62, -6.64, -0.65], [-1.08, -7.58, -0.68], [7.06, -0.36, 0.68], [-3.23, 2.94, -3.71], [-0.19, -1.90, 4.34], [-1.99, -1.00, -0.13], [-4.53, 2.33, -1.77], [-5.35, 2.53, -1.09], [-2.69, 0.95, -2.47], [-1.66, -2.59, -4.19], [-1.72, -4.91, 4.75], [8.41, 1.37, -1.06], [6.56, 3.65, -0.24], [-1.31, -4.04, 4.25], [4.05, -2.94, 1.08], [-0.97, -5.50, -0.22], [3.24, -3.04, 0.37], [9.42, -0.83, 0.67], [8.87, 2.97, -0.50], [-3.03, 3.63, -4.52], [9.30, -1.41, -0.59], [-4.28, 3.19, -2.83], [-3.01, -4.23, -0.56], [-1.71, -4.18, -5.63], [8.06, -1.47, -1.21], [1.97, 2.92, 2.38], [-2.41, -1.85, -3.28], [7.96, -1.93, -2.19]], "mulliken_charge": [-0.652, 0.486, -0.708, 0.534, 0.451, 0.775, 0.342, 0.412, -0.658, -0.846, -0.563, -0.236, 0.545, 0.432, -1.195, 0.469, -1.449, -0.538, 0.365, -0.727, -0.848, 0.431, -0.487, 0.201, -0.938, -0.082, -0.196, 1.475, -0.173, 0.418, -0.411, 1.384, -0.728, 0.365, -0.256, 0.488, -0.183, -0.503, 0.319, 0.126, 0.297, 0.443, -0.672, -0.471, -0.844, -0.393, 0.453, -0.683, -0.899, 0.510, -0.049, 0.230, 0.339, 0.421, 0.572, 0.491, 1.015, 0.047, -0.109, -0.748, -0.545, -0.932, 0.435, 0.431, -0.192, 0.771, 0.260, -0.229, 0.645, 0.460, 0.513, 0.504, 0.436, -0.163, -0.827, 0.752, 2.219, 0.473, -0.772, 0.463, 0.387, -0.724, -0.744, 0.168, -0.974, 0.464, 1.172, -0.458, 0.466, -0.171, 0.559, -0.916, 0.528, -0.291, -0.471, -0.698, 0.397, 0.447, -0.479, -0.581, -0.542, 0.458, -0.917, 0.986, 1.180, 0.461], "total_energy_ha": -9751.07911, "orbital_gap_ev": 7.583, "charge": 2, "molar_mass_g_mol": 1241.584}

=====

4.
{"formula": "C43H40N2P2ReS", "method": "ωB97M-V/def2-TZVPD", "elements": ["C", "H", "H", "C", "H", "H", "H", "C", "H", "H", "C", "P", "H", "C", "C", "H", "H", "C", "C", "H", "C", "H", "C", "C", "C", "C", "N", "C", "C", "C", "C", "H", "H", "P", "H", "H", "C", "H", "C", "C", "C", "C", "C", "C", "C", "H", "C", "Re", "H", "C", "H", "H", "H", "H", "H", "C", "H", "C", "C", "H", "C", "H", "C", "C", "H", "H", "N", "C", "C", "C", "C", "H", "C", "H", "C", "H", "H", "H", "H", "H", "C", "H", "C", "C", "C", "S", "H", "H", "H"], "xyz": [[1.95, 4.77, -1.39], [-4.81, 0.94, -1.47], [-1.70, 3.74, 0.04], [-2.51, 0.28, -3.83], [-7.88, 1.28, 1.46], [-3.31, -2.19, -0.95], [1.20, 1.59, 1.36], [1.80, 3.83, 0.84], [-1.97, 1.66, -2.34], [-1.63, -3.74, -3.21], [-3.00, -0.99, -4.12], [-2.36, 0.29, 0.30], [2.65, 3.13, 2.66], [-4.28, 4.80, 0.23], [-5.08, 0.88, -0.43], [5.12, 2.96, 2.46], [2.39, 5.48, -2.09], [-0.33, 5.45, 3.67], [-3.07, -1.50, -1.75], [2.63, -3.34, -2.94], [-0.49, 4.50, 2.65], [2.17, 3.84, 1.85], [0.20, -1.56, -1.35], [-0.76, -3.24, -2.80], [2.81, 0.55, 0.42], [4.22, 0.46, 0.32], [-1.92, 1.85, 1.06], [0.55, 2.83, 4.05], [5.04, 1.33, 1.05], [-3.53, 3.79, 1.13], [0.73, 2.98, 0.44], [-2.79, 7.03, 1.37], [-3.67, -2.86, -3.31], [-0.18, 1.83, 1.59], [4.30, -2.10, -1.91], [-0.93, 4.84, 1.73], [-3.22, 7.31, 0.40], [-4.26, 7.70, 0.49], [-0.92, -2.20, -1.89], [3.10, 2.38, 2.00], [-6.84, 1.08, 1.22], [4.75, -0.51, -0.54], [3.89, -1.35, -1.25], [-2.46, 3.02, 0.33], [1.48, -1.95, -1.72], [0.63, 3.92, -2.85], [0.71, 3.78, 5.06], [0.00, 0.00, 0.00], [-1.91, -1.88, -1.59], [-6.42, 1.12, -0.11], [-2.31, 0.98, -4.64], [0.65, -4.46, -3.88], [-1.16, 0.95, 0.85], [1.18, 3.50, 6.00], [-4.89, 4.23, -0.51], [0.96, 3.90, -1.82], [-7.13, 1.36, -0.89], [-4.59, 0.53, 1.91], [-2.58, -0.22, -1.44], [0.39, 5.82, 5.66], [0.52, -3.65, -3.17], [-3.07, 4.31, 1.99], [-2.31, 0.67, -2.51], [-3.28, -1.88, -3.08], [5.82, -0.62, -0.65], [6.13, 1.26, 0.97], [1.99, -0.26, -0.26], [4.48, 2.29, 1.89], [2.53, -1.19, -1.08], [-4.14, 0.58, 0.58], [2.38, 4.73, -0.07], [-3.89, 0.31, 2.72], [2.28, 1.52, 1.27], [-2.94, 2.69, -0.62], [0.38, 3.00, -0.92], [-0.37, 2.34, -1.27], [-4.29, 3.11, 1.54], [-0.67, 6.47, 3.52], [-3.16, -1.28, -5.15], [3.17, 5.40, 0.26], [0.27, 5.08, 4.87], [-6.25, 0.76, 3.26], [-0.05, 3.17, 2.83], [1.64, -3.00, -2.63], [-5.93, 0.78, 2.23], [-3.18, 5.90, -0.74], [-5.01, 5.38, 0.83], [0.90, 1.82, 4.22], [-2.60, 8.12, -0.05]], "mulliken_spin": [0.011, -0.004, -0.003, -0.006, 0.000, 0.000, 0.051, -0.001, 0.035, 0.000, 0.019, 0.118, -0.003, 0.000, 0.010, 0.000, 0.001, -0.001, 0.069, 0.001, 0.007, -0.001, -0.169, -0.045, 0.086, -0.018, 0.047, 0.003, 0.009, 0.005, -0.008, 0.000, 0.001, 0.184, 0.003, 0.000, 0.000, 0.000, 0.042, -0.001, -0.004, 0.029, -0.004, -0.032, -0.117, 0.001, -0.001, 2.755, 0.080, 0.001, 0.000, 0.002, -0.350, 0.000, 0.000, 0.060, 0.000, 0.000, 0.017, 0.000, 0.057, -0.001, -0.018, -0.007, 0.000, 0.000, 0.134, -0.004, 0.031, -0.040, -0.001, -0.002, -0.068, -0.008, 0.087, -0.018, 0.002, 0.000, 0.000, 0.001, 0.001, 0.000, -0.003, -0.026, 0.002, 0.000, 0.000, 0.002, 0.000], "spin_multiplicity": 4, "total_energy_ha": -2930.13665, "s_squared": 3.815, "orbital_gap_ev": [6.321, 5.898], "charge": 2, "molar_mass_g_mol": 865.029}